No. 1
The following is a DFT calculation (ωB97M-V/def2-TZVPD) of an isolated molecule of C2H3N2OP.

Values from the calculation:
* E_LUMO (spin up / spin down): -0.0510 / -0.0168 hartree
* frontier orbital gap (spin up / spin down): 7.042 / 7.600 eV
* spin multiplicity: 1

Positions of all 9 atoms, in Å:
C 0.3302 0.2773 0.0775
C 0.3947 1.5764 0.0384
N -0.5966 -0.6493 -0.0314
N -1.8741 -0.2826 -0.0014
O -2.6492 -1.4160 -0.0054
P -2.7102 1.0766 -0.0345
H 1.2906 -0.3718 0.3576
H -0.1688 2.4875 -0.0615
H -2.2830 -2.1873 0.4821

How is the electron density shared among the atoms? According to natural (NBO), the charges in e are:
1. C -0.19
2. C -0.15
3. N -0.33
4. N -0.20
5. O -0.54
6. P 0.50
7. H 0.22
8. H 0.20
9. H 0.50

=====

No. 2
The following is a DFT calculation (ωB97M-V/def2-TZVPD) of a structure of composition C38H31N5O4PtSSi.

Values from the calculation:
* E_LUMO: -0.0438 hartree
* frontier orbital gap: 6.505 eV
* spin multiplicity: 1

Positions of all 81 atoms, in Å:
Pt 0.2602 -1.3784 2.4953
C -4.1089 8.1754 -6.6174
O -4.6425 6.8953 -6.3184
C -4.0318 6.1681 -5.3539
C -2.9204 6.5934 -4.6358
C -2.3818 5.7536 -3.6680
C -2.9277 4.5063 -3.4071
C -4.0464 4.0946 -4.1391
C -4.5922 4.9137 -5.0996
C -2.3765 3.5991 -2.3947
N -2.8478 2.4058 -2.1158
C -2.0323 1.9280 -1.1208
C -1.0619 2.8365 -0.7941
N -1.2888 3.9129 -1.6209
C -0.0827 2.5910 0.2115
C 0.9544 3.4708 0.5583
C 1.8493 3.1172 1.5338
C 1.6721 1.8922 2.1881
N 0.6899 1.0696 1.8924
C -0.1609 1.3628 0.8972
C -1.1557 0.3466 0.5130
N -1.1560 -0.8879 1.0971
C -2.0877 -1.7686 0.7617
C -3.0724 -1.5114 -0.1945
C -3.0670 -0.3032 -0.8320
C -2.0997 0.6490 -0.4784
H -4.7338 8.5815 -7.4067
H -3.0786 8.0979 -6.9720
H -4.1515 8.8316 -5.7450
H -2.4696 7.5576 -4.8141
H -1.5147 6.1087 -3.1233
H -4.4754 3.1226 -3.9393
H -5.4564 4.6092 -5.6740
H -0.7680 4.7695 -1.6627
H 1.0553 4.4199 0.0460
H 2.6708 3.7641 1.8075
H 2.3495 1.5850 2.9771
H -2.0323 -2.7248 1.2591
H -3.7917 -2.2826 -0.4285
H -3.7850 -0.0544 -1.6023
C -1.4253 -5.1955 -1.9282
C -0.9085 -5.8987 -0.8508
C -0.1381 -5.2436 0.1018
C 0.1256 -3.8751 0.0059
C -0.3919 -3.1931 -1.1007
C -1.1592 -3.8379 -2.0578
Si 1.2171 -3.0581 1.2934
C 2.7261 -2.2935 0.4838
C 3.9816 -2.8864 0.6488
C 5.1067 -2.3379 0.0427
C 4.9921 -1.2004 -0.7412
C 3.7509 -0.6006 -0.9221
C 2.6329 -1.1435 -0.3094
H -2.0217 -5.7053 -2.6746
H -1.0988 -6.9596 -0.7513
H 0.2613 -5.8081 0.9373
H -0.1676 -2.1388 -1.2376
H -1.5393 -3.2864 -2.9089
H 1.6204 -4.1143 2.2482
H 4.1083 -3.7608 1.2790
H 6.0705 -2.8045 0.2007
H 5.8706 -0.7760 -1.2123
H 3.6571 0.2883 -1.5350
H 1.6703 -0.6559 -0.4462
N -0.3809 -1.3345 5.0709
C 0.8059 -2.1022 5.0498
C 0.9769 -3.2853 5.7464
C 2.1517 -4.0087 5.5846
C 3.1847 -3.5684 4.7675
C 3.0158 -2.3819 4.0758
C 1.8203 -1.6594 4.1885
S 4.7231 -4.4810 4.5880
O 5.6607 -3.7617 5.4262
O 4.3823 -5.8172 5.0357
O 4.9963 -4.3629 3.1594
H -1.1798 -1.8359 5.4329
H -0.3125 -0.4412 5.5403
H 0.1918 -3.6530 6.3969
H 2.2894 -4.9513 6.1021
H 3.8121 -2.0278 3.4379
H 1.8174 -0.6603 3.7523

How is the electron density shared among the atoms? According to Löwdin, the charges in e are:
1. Pt 0.81
2. C -0.07
3. O -0.07
4. C -0.28
5. C -0.01
6. C -0.03
7. C -0.16
8. C -0.01
9. C 0.01
10. C -0.25
11. N 0.19
12. C -0.17
13. C -0.13
14. N 0.19
15. C -0.07
16. C 0.00
17. C -0.03
18. C -0.11
19. N 0.06
20. C -0.15
21. C -0.12
22. N -0.07
23. C -0.14
24. C -0.03
25. C 0.03
26. C -0.07
27. H 0.09
28. H 0.10
29. H 0.10
30. H 0.10
31. H 0.10
32. H 0.11
33. H 0.12
34. H 0.15
35. H 0.12
36. H 0.11
37. H 0.11
38. H 0.11
39. H 0.12
40. H 0.12
41. C -0.09
42. C -0.08
43. C -0.10
44. C -0.32
45. C -0.13
46. C -0.09
47. Si 0.61
48. C -0.31
49. C -0.10
50. C -0.07
51. C -0.09
52. C -0.10
53. C -0.13
54. H 0.10
55. H 0.10
56. H 0.10
57. H 0.10
58. H 0.10
59. H 0.01
60. H 0.08
61. H 0.11
62. H 0.10
63. H 0.10
64. H 0.08
65. N 0.05
66. C -0.36
67. C -0.01
68. C -0.01
69. C -0.24
70. C -0.06
71. C -0.21
72. S 0.41
73. O -0.34
74. O -0.35
75. O -0.36
76. H 0.09
77. H 0.10
78. H 0.11
79. H 0.12
80. H 0.12
81. H 0.07

=====

No. 3
The following is a DFT calculation (ωB97M-V/def2-TZVPD) of a cluster of 2 separate species, C29H34NO3S in total.

Values from the calculation:
* net charge: +1
* E_LUMO: -0.1847 hartree
* frontier orbital gap: 4.478 eV
* spin multiplicity: 1

Positions of all 68 atoms, in Å:
C 5.5093 2.7764 -0.0484
O 4.4011 2.9890 -0.8925
C 3.5097 1.9245 -0.9659
C 2.3593 2.0647 -1.7638
C 1.4290 1.0665 -1.8681
C 1.5994 -0.1523 -1.1848
C 0.6432 -1.2004 -1.2857
C 0.8409 -2.4444 -0.7242
C -0.0360 -3.5113 -0.7248
C 0.2280 -4.7364 -0.0447
C -0.6535 -5.8317 -0.1383
C -0.4054 -6.9945 0.5384
C 0.7267 -7.1475 1.3567
O 0.8961 -8.3570 2.0197
C 2.0389 -8.4392 2.8404
C 1.6105 -6.0612 1.4487
C 1.3690 -4.9005 0.7700
C 2.7589 -0.2906 -0.3930
C 3.6802 0.7092 -0.2851
H 6.1253 3.6749 -0.0542
H 5.1730 2.5900 0.9719
H 6.1053 1.9412 -0.4169
H 2.2312 2.9903 -2.2943
H 0.5598 1.1992 -2.4877
H -0.2785 -1.0141 -1.8044
H 1.7888 -2.6107 -0.2571
H -0.9665 -3.4011 -1.2508
H -1.5284 -5.7443 -0.7576
H -1.0814 -7.8261 0.4641
H 2.0541 -9.4225 3.3119
H 2.9402 -8.3256 2.2372
H 1.9948 -7.6778 3.6197
H 2.4902 -6.1315 2.0627
H 2.0651 -4.0897 0.8835
H 2.9288 -1.1932 0.1635
H 4.5443 0.5537 0.3361
C 0.6633 6.6399 0.8279
N -0.5706 6.1053 1.4081
C -1.4264 7.0673 2.1072
C -1.0455 4.7951 1.0687
C -0.7681 3.6868 1.8821
C -1.2339 2.4397 1.5562
C -1.9928 2.2358 0.4096
C -2.4632 0.8669 0.1169
C -3.1932 0.6165 -1.0378
S -3.7766 -1.0292 -1.4136
C -5.5056 -0.5677 -1.7238
C -3.3126 -0.9958 -3.1658
O -2.1954 -0.0535 0.9118
C -2.2705 3.3343 -0.4069
C -1.8092 4.5839 -0.0869
H 1.1716 5.8702 0.2506
H 0.4464 7.4781 0.1702
H 1.3326 6.9794 1.6144
H -2.3565 6.5921 2.4120
H -0.9241 7.4418 2.9958
H -1.6651 7.9095 1.4623
H -0.1825 3.8256 2.7722
H -1.0272 1.5851 2.1784
H -3.4160 1.4059 -1.7238
H -6.0459 -1.4289 -2.1062
H -5.9791 -0.2448 -0.8008
H -5.5798 0.2430 -2.4447
H -3.6896 -1.8901 -3.6530
H -3.7163 -0.1212 -3.6699
H -2.2315 -0.9762 -3.2679
H -2.8572 3.2098 -1.2990
H -2.0310 5.4197 -0.7265

How is the electron density shared among the atoms? According to natural (NBO), the charges in e are:
1. C -0.26
2. O -0.46
3. C 0.39
4. C -0.25
5. C -0.13
6. C -0.10
7. C 0.14
8. C -0.33
9. C 0.07
10. C -0.20
11. C -0.10
12. C -0.26
13. C 0.39
14. O -0.46
15. C -0.26
16. C -0.33
17. C -0.04
18. C -0.11
19. C -0.31
20. H 0.22
21. H 0.18
22. H 0.18
23. H 0.24
24. H 0.23
25. H 0.20
26. H 0.20
27. H 0.21
28. H 0.22
29. H 0.24
30. H 0.22
31. H 0.18
32. H 0.18
33. H 0.24
34. H 0.20
35. H 0.21
36. H 0.24
37. C -0.39
38. N -0.50
39. C -0.39
40. C 0.19
41. C -0.23
42. C -0.18
43. C -0.06
44. C 0.43
45. C -0.74
46. S 0.89
47. C -0.75
48. C -0.75
49. O -0.71
50. C -0.21
51. C -0.23
52. H 0.20
53. H 0.18
54. H 0.19
55. H 0.21
56. H 0.19
57. H 0.18
58. H 0.22
59. H 0.24
60. H 0.21
61. H 0.23
62. H 0.26
63. H 0.24
64. H 0.23
65. H 0.24
66. H 0.23
67. H 0.20
68. H 0.22

=====

No. 4
The following is a DFT calculation (ωB97M-V/def2-TZVPD) of a cluster of 9 separate species, C8H35N16O9 in total.

Values from the calculation:
* net charge: +2
* E_LUMO (spin up / spin down): -0.1788 / -0.4048 hartree
* frontier orbital gap (spin up / spin down): 8.316 / 2.166 eV
* expectation value of S²: 0.7568
* spin multiplicity: 2

Positions of all 68 atoms, in Å:
O -4.9466 -18.4886 -11.5023
H -4.6718 -18.2609 -10.6111
H -4.6608 -17.7424 -12.0344
H -5.9001 -18.5745 -11.5726
C -7.5240 -16.1659 -10.0811
O -7.2180 -16.9561 -10.9504
N -8.6495 -16.0262 -9.4704
N -6.7889 -15.1645 -9.8097
H -8.8974 -15.2048 -8.9376
H -9.3523 -16.6276 -9.8761
H -7.1012 -14.5266 -9.0916
H -5.9200 -15.0884 -10.3189
C -8.2577 -20.2294 -10.7151
O -7.3569 -19.9685 -11.5360
N -9.4352 -20.6664 -10.8462
N -8.1096 -20.0708 -9.4501
H -9.9724 -20.9259 -10.0311
H -9.7682 -20.9096 -11.7682
H -7.2549 -19.6754 -9.0852
H -8.9118 -19.7813 -8.9090
C -1.6681 -19.8561 -10.7265
O -2.8416 -20.1928 -10.7730
N -1.1284 -19.1171 -9.8466
N -0.8124 -20.4822 -11.4242
H -0.1816 -18.7882 -9.9712
H -1.5281 -19.1268 -8.9192
H 0.1946 -20.4073 -11.4033
H -1.2916 -21.0028 -12.1449
C -2.3837 -19.4108 -15.7671
O -2.3472 -18.3856 -16.4734
N -2.3206 -20.6374 -16.3109
N -2.7070 -19.4919 -14.5065
H -2.2911 -20.7367 -17.3156
H -2.4435 -21.4608 -15.7391
H -3.4024 -18.7914 -14.2929
H -2.6980 -20.4242 -14.1181
C -6.7719 -17.2191 -14.5584
O -5.8140 -17.4443 -13.8523
N -6.7088 -16.4806 -15.6825
N -7.9886 -17.6784 -14.3852
H -7.4120 -16.6767 -16.3804
H -5.8642 -16.0133 -15.9798
H -8.1228 -18.3955 -13.6868
H -8.7310 -17.4042 -15.0128
C -2.4854 -15.9275 -12.9901
O -3.1909 -16.5910 -12.2731
N -2.5009 -15.8577 -14.3073
N -1.3975 -15.3489 -12.6663
H -3.3526 -16.2278 -14.7045
H -1.8960 -15.3039 -14.8968
H -1.1510 -15.4174 -11.6893
H -0.9226 -14.6695 -13.2433
C -2.3748 -14.8621 -8.4224
O -3.4653 -14.4626 -7.9847
N -2.2022 -16.0526 -8.9268
N -1.3134 -14.1160 -8.4956
H -1.2817 -16.3831 -9.1790
H -2.9692 -16.7095 -8.9071
H -0.5116 -14.6109 -8.8594
H -1.2739 -13.1486 -8.2082
C -4.6876 -18.9157 -8.1761
O -4.4120 -17.9616 -8.8695
N -4.5214 -20.0781 -8.6360
N -5.4578 -18.9956 -7.1054
H -3.6975 -20.2646 -9.1897
H -4.8292 -20.7450 -7.9428
H -5.9587 -18.1402 -6.9119
H -5.8012 -19.8584 -6.7084

How is the electron density shared among the atoms? According to natural (NBO), the charges in e are:
1. O -0.79
2. H 0.55
3. H 0.57
4. H 0.59
5. C 0.75
6. O -0.74
7. N -0.82
8. N -0.79
9. H 0.40
10. H 0.40
11. H 0.39
12. H 0.41
13. C 0.76
14. O -0.73
15. N -0.79
16. N -0.81
17. H 0.41
18. H 0.41
19. H 0.39
20. H 0.38
21. C 0.75
22. O -0.71
23. N -0.82
24. N -0.79
25. H 0.39
26. H 0.42
27. H 0.41
28. H 0.39
29. C 0.73
30. O -0.15
31. N -0.75
32. N -0.75
33. H 0.44
34. H 0.42
35. H 0.45
36. H 0.42
37. C 0.79
38. O -0.75
39. N -0.84
40. N -0.81
41. H 0.39
42. H 0.40
43. H 0.43
44. H 0.40
45. C 0.76
46. O -0.67
47. N -0.75
48. N -0.77
49. H 0.40
50. H 0.42
51. H 0.41
52. H 0.41
53. C 0.74
54. O -0.69
55. N -0.85
56. N -0.81
57. H 0.36
58. H 0.44
59. H 0.36
60. H 0.43
61. C 0.77
62. O -0.74
63. N -0.79
64. N -0.82
65. H 0.43
66. H 0.37
67. H 0.41
68. H 0.40

=====

| no. | largest force on an atom (eV/Å) |
| --- | --- |
| 1 | 4.38 |
| 2 | 0.69 |
| 3 | 3.70 |
| 4 | 7.39 |